(1)
Computed, not measured: a structure of composition C31H26Br2NP2TeZn, with the ωB97M-V functional and the def2-TZVPD basis.

Last column: Mulliken charge in e.
CARTESIAN COORDINATES (ANGSTROEM)
Zn  0.30466  0.21755  0.83050  -0.240
Te  3.30322  2.83864  1.40147  0.427
C  3.34304  4.77525  0.60034  0.248
C  3.69142  4.98280  -0.72755  -0.093
C  3.65337  6.27729  -1.21966  -0.507
N  3.31644  7.33990  -0.49268  -0.588
C  3.01288  7.12612  0.77977  -0.406
C  3.00285  5.87014  1.37436  -0.428
C  2.33439  2.00440  -0.27302  -0.392
P  2.49508  0.26743  -0.25233  0.254
C  2.05807  -0.46734  -1.84781  1.005
C  1.23909  -1.59071  -1.87987  -0.309
C  0.92672  -2.19592  -3.08905  -0.775
C  1.43523  -1.67921  -4.27029  -0.635
C  2.25296  -0.55628  -4.24493  -0.640
C  2.56334  0.04882  -3.03994  -0.245
C  4.15933  -0.23836  0.17546  0.594
C  4.37284  -0.97864  1.33344  -0.086
C  5.66583  -1.29076  1.72917  -0.649
C  6.74142  -0.85550  0.97196  -0.514
C  6.53056  -0.12224  -0.19075  -0.734
C  5.24467  0.18732  -0.59128  -0.249
P  0.62029  2.33890  -0.32805  0.351
C  0.07325  2.19649  -2.04293  0.807
C  -1.03616  1.43269  -2.38376  -0.220
C  -1.43681  1.33742  -3.70912  -0.632
C  -0.73563  2.01485  -4.69429  -0.704
C  0.37538  2.77973  -4.36061  -0.834
C  0.78604  2.86196  -3.04124  -0.058
C  0.11759  3.96346  0.26142  0.842
C  -0.20800  4.11643  1.60819  -0.268
C  -0.59629  5.35301  2.09540  -0.722
C  -0.65922  6.44380  1.23974  -0.508
C  -0.34486  6.29563  -0.10391  -0.778
C  0.03444  5.05802  -0.59666  -0.400
H  3.97885  4.16061  -1.36926  0.439
H  3.91364  6.47072  -2.25244  0.387
H  2.74491  7.99809  1.36218  0.398
H  2.72331  5.76609  2.41398  0.381
H  0.85740  -2.01473  -0.95634  0.267
H  0.29106  -3.06986  -3.10673  0.457
H  1.19762  -2.14953  -5.21319  0.428
H  2.64577  -0.15102  -5.16661  0.449
H  3.17302  0.94333  -3.02507  0.220
H  3.53162  -1.31145  1.92962  0.304
H  5.83054  -1.86709  2.62787  0.419
H  7.74888  -1.08491  1.28653  0.407
H  7.37259  0.21000  -0.78084  0.425
H  5.08522  0.76355  -1.49405  0.284
H  -1.59473  0.90955  -1.61871  0.035
H  -2.29596  0.73596  -3.97002  0.456
H  -1.05087  1.94506  -5.72577  0.424
H  0.92476  3.30464  -5.12947  0.442
H  1.67314  3.42804  -2.78111  0.467
H  -0.16737  3.26344  2.27796  0.268
H  -0.85466  5.46297  3.13902  0.438
H  -0.96031  7.40976  1.61895  0.429
H  -0.39743  7.14285  -0.77167  0.445
H  0.25401  4.95420  -1.65062  0.372
Br  -2.86244  -0.40801  0.71282  -0.085
C  -2.42412  -2.26612  0.91230  -0.462
Br  -0.66949  -2.50286  1.67756  -0.095
H  -2.43448  -2.73295  -0.06843  0.351
H  -3.14299  -2.71220  1.59356  0.339

- HOMO level: -9.82 eV
- Spin multiplicity: 1
- E_LUMO: -3.676 eV
- Energy above the lowest of the compared OMol25 structures with the same formula, charge and spin: 0.00 kcal per mole
- Total charge: +1

=====

(2)
Computed, not measured: a structure of composition C31H26CdF4NTe in a non-equilibrium geometry, with the ωB97M-V functional and the def2-TZVPD basis.

Last column: Mulliken charge in e.
CARTESIAN COORDINATES (ANGSTROEM)
Cd  0.03318  0.46334  -1.03089  0.839
C  -0.03094  3.07778  -4.14684  -1.456
C  -1.01060  2.77938  -3.06817  1.396
C  -0.64272  3.23106  -1.74727  -1.245
C  -1.58817  3.07300  -0.71601  -0.304
C  -2.81415  2.42421  -0.90547  -0.432
C  -3.13726  1.99794  -2.22135  -0.549
C  -2.25614  2.18589  -3.27803  -0.649
H  -0.46456  3.34248  -5.08189  0.409
H  0.57764  2.18665  -4.34973  0.209
H  0.56448  3.88997  -3.80584  0.425
H  0.25230  3.84651  -1.64610  0.380
H  -1.35731  3.49240  0.28976  0.367
H  -3.48619  2.21386  -0.08540  0.553
H  -4.07362  1.57851  -2.49493  0.450
H  -2.57060  1.85332  -4.21558  0.531
F  -3.24339  -2.61074  -5.31106  -0.324
C  -2.37485  -2.04076  -4.41331  0.441
C  -2.95719  -1.85501  -3.17437  -0.547
C  -2.23961  -1.19416  -2.16830  0.363
C  -0.98251  -0.66023  -2.44885  -0.949
C  -0.49488  -0.79660  -3.73317  0.253
C  -1.13463  -1.54466  -4.74396  -0.843
H  -3.94362  -2.27606  -2.92435  0.414
H  -2.70975  -1.13865  -1.16388  0.341
H  0.42302  -0.36570  -4.00983  0.509
H  -0.60837  -1.72328  -5.70540  0.398
Te  0.98673  0.93005  1.60398  0.372
C  0.80192  -0.96764  2.46185  0.543
C  1.45628  -1.24183  3.64810  -0.640
C  1.35675  -2.48769  4.20899  -0.476
C  0.45653  -3.46342  3.66082  -0.566
C  -0.20150  -3.15828  2.50298  -0.791
C  0.00477  -1.90803  1.85765  -0.415
C  -0.58831  1.94627  2.52949  0.423
C  -0.38240  3.26658  2.96671  -0.616
C  -1.42321  3.94857  3.54093  -0.685
C  -2.67339  3.32235  3.64696  -0.324
C  -2.89350  2.03540  3.24078  -0.800
C  -1.82779  1.35454  2.67435  -0.161
H  2.14574  -0.52766  4.13562  0.390
H  1.92970  -2.73639  5.11649  0.397
H  0.36964  -4.41437  4.16557  0.441
H  -0.96146  -3.82400  2.09873  0.419
H  -0.46136  -1.73403  0.91516  0.484
H  0.54851  3.71766  2.88132  0.522
H  -1.33477  4.98526  3.79493  0.417
H  -3.51033  3.91140  4.03713  0.361
H  -3.84434  1.54789  3.36918  0.461
H  -1.98810  0.32535  2.35474  0.369
F  4.75010  -3.22891  2.89986  -0.231
C  5.17755  -3.25208  1.57370  0.720
F  5.30679  -4.49773  1.20085  -0.239
F  6.39728  -2.68044  1.49089  -0.261
C  4.17480  -2.44329  0.75282  0.140
C  2.99800  -2.98441  0.25183  -0.723
C  2.21215  -2.20595  -0.50947  -0.185
N  2.39710  -0.92206  -0.74936  -0.226
C  3.51771  -0.38096  -0.22782  -0.754
C  4.41929  -1.07128  0.55136  -0.401
H  2.71689  -4.01702  0.22396  0.505
H  1.34044  -2.65765  -0.98130  0.477
H  3.67186  0.64506  -0.56021  0.465
H  5.22432  -0.56170  0.97065  0.605

- HOMO level: -11.49 eV
- Spin multiplicity: 1
- E_LUMO: -2.898 eV
- Energy above the lowest of the compared OMol25 structures with the same formula, charge and spin: 0.00 kcal per mole
- Total charge: +1

=====

Question: total charge of number 1 (C31H26Br2NP2TeZn)?
Answer: +1